# 1
{
  "formula": "C31H46Br10N2O5PS2",
  "method": "wB97M-V/def2-TZVPD",
  "elements": ["C", "C", "O", "C", "C", "C", "C", "C", "S", "C", "S", "N", "C", "C", "C", "C", "C", "C", "C", "C", "C", "C", "C", "C", "N", "P", "O", "O", "C", "O", "O", "H", "H", "H", "H", "H", "H", "H", "H", "H", "H", "H", "H", "H", "H", "H", "H", "H", "H", "H", "H", "H", "H", "H", "H", "H", "H", "Br", "C", "C", "Br", "H", "H", "H", "H", "Br", "C", "C", "Br", "H", "H", "H", "H", "Br", "C", "C", "Br", "H", "H", "H", "H", "Br", "C", "C", "Br", "H", "H", "H", "H", "Br", "C", "C", "Br", "H", "H", "H", "H"],
  "positions_angstrom": [[0.16209, 4.84698, -2.07534], [-1.21253, 4.24364, -1.40831], [-1.96806, 5.43363, -0.89237], [-2.22215, 3.49435, -2.45948], [-1.67569, 2.07025, -3.05979], [-2.86842, 0.94857, -2.71468], [-2.53796, -0.53678, -3.32459], [-2.87355, -1.79159, -2.32459], [-2.11205, -1.67592, -0.61714], [-0.50200, -2.70098, -0.52353], [-0.71273, -4.38741, -0.42734], [0.81394, -1.95559, -0.54786], [2.00798, -2.86833, -0.71874], [2.63620, -3.85196, 0.43563], [3.97782, -4.72889, 0.04061], [4.73774, -4.64923, -1.44482], [4.09398, -3.67738, -2.60640], [2.75762, -2.81357, -2.21106], [1.05184, -1.13937, 0.70634], [0.25567, -1.28787, 2.13210], [0.66658, -0.23295, 3.35600], [1.81879, 0.94047, 3.21471], [2.62275, 1.08478, 1.79194], [2.21722, 0.04878, 0.58598], [-1.62939, 2.14984, -4.57425], [-0.43906, 3.33286, -5.17184], [0.18399, 2.82244, -6.74527], [-1.10479, 4.92825, -5.37808], [-0.31280, 1.49290, -2.35574], [-0.40074, 1.13535, -1.04883], [0.98922, 1.27020, -3.00203], [-0.00675, 5.64564, -2.91535], [0.77391, 5.33801, -1.17974], [0.89120, 4.00823, -2.51019], [-0.97203, 3.60430, -0.42915], [-1.28689, 6.18675, -0.88821], [-2.53192, 4.28632, -3.28999], [-3.23030, 3.28315, -1.85590], [-3.12688, 0.91425, -1.56232], [-3.86308, 1.33841, -3.24525], [-3.24512, -0.67087, -4.27668], [-1.44456, -0.67770, -3.71687], [-4.05350, -1.94988, -2.29245], [-2.42732, -2.76344, -2.84746], [2.11087, -3.88906, 1.48576], [4.48252, -5.46674, 0.82825], [5.71375, -5.25559, -1.70071], [4.53687, -3.53041, -3.68098], [2.30919, -2.09197, -3.04894], [-0.59104, -2.08630, 2.25741], [0.10391, -0.27286, 4.40694], [2.08930, 1.71177, 4.06834], [3.44580, 1.89740, 1.59616], [2.78438, 0.19290, -0.44766], [-2.57096, 2.54813, -4.85560], [1.17574, 3.05438, -6.74739], [-0.29279, 5.54439, -5.30206], [-0.06348, -4.49258, 5.70530], [-1.03942, -2.89936, 6.26398], [-2.33680, -2.75774, 5.50254], [-2.02533, -2.09286, 3.69537], [-0.36431, -2.04910, 6.13381], [-1.23253, -3.04404, 7.33082], [-2.98081, -2.00956, 5.97315], [-2.88862, -3.69676, 5.40647], [-5.12815, -3.60289, 7.45932], [-4.11680, -4.74001, 8.67878], [-3.59492, -3.95051, 9.85665], [-2.04179, -2.88136, 9.35698], [-3.32730, -5.21620, 8.09091], [-4.82686, -5.50302, 9.01046], [-3.23676, -4.62128, 10.64264], [-4.33260, -3.26339, 10.27995], [-6.84706, -3.42707, -0.55322], [-7.25697, -1.62316, 0.06389], [-6.04468, -0.72577, -0.02601], [-4.79481, -1.08047, 1.42897], [-7.65505, -1.71520, 1.07815], [-8.04923, -1.26843, -0.60160], [-6.33088, 0.32278, 0.09496], [-5.48798, -0.84028, -0.96007], [6.71983, 0.03865, -2.86732], [7.09008, -0.11109, -0.95854], [6.47457, -1.36327, -0.37869], [4.55250, -1.15124, -0.12247], [6.72806, 0.80808, -0.48979], [8.18064, -0.14700, -0.88267], [6.87369, -1.56281, 0.61974], [6.61737, -2.24769, -1.00553], [4.57107, 5.07079, -1.67795], [4.77675, 5.75170, -3.49372], [3.84228, 6.91056, -3.75230], [2.01670, 6.29176, -4.05108], [4.61998, 4.90776, -4.17110], [5.81948, 6.07543, -3.55930], [4.11948, 7.43189, -4.67282], [3.80484, 7.63004, -2.92984]],
  "lowdin_charge": [-0.18, -0.33, -0.16, -0.09, -0.39, -0.16, -0.24, -0.47, 0.70, -0.92, 0.60, -0.12, -0.25, -0.04, -0.08, -0.09, -0.09, -0.02, -0.14, -0.08, -0.08, -0.08, -0.07, -0.13, -0.17, 0.91, -0.37, -0.38, -0.41, -0.16, -0.27, -0.02, 0.09, 0.07, 0.16, 0.09, 0.12, 0.12, 0.11, 0.11, 0.11, 0.12, 0.08, 0.09, 0.10, 0.08, 0.07, 0.08, 0.12, -0.09, 0.05, 0.07, 0.08, 0.02, 0.09, 0.06, -0.01, 0.60, -0.73, -0.69, 0.79, 0.05, -0.13, 0.03, 0.03, 0.66, -0.67, -0.66, 0.74, 0.06, 0.06, 0.06, 0.05, 0.59, -0.70, -0.68, 0.60, 0.05, 0.05, 0.06, 0.03, 0.59, -0.70, -0.65, 0.87, 0.05, 0.05, 0.06, 0.04, 0.61, -0.69, -0.67, 0.75, 0.06, 0.05, 0.05, 0.05],
  "charge": -1,
  "homo_ev": -4.35,
  "orbital_gap_ev": 5.8060
}

# 2
{
  "formula": "C5H11NO",
  "method": "wB97M-V/def2-TZVPD",
  "elements": ["C", "C", "C", "N", "C", "C", "H", "H", "H", "H", "H", "H", "H", "H", "H", "O", "H", "H"],
  "positions_angstrom": [[1.27987, -1.47656, 2.01222], [1.03916, -0.52575, 1.11128], [1.77493, -0.47740, -0.19855], [1.03044, 0.26887, -1.24618], [-0.35353, 0.35734, -1.24351], [-1.00648, 1.51712, -1.39066], [0.75562, -1.83732, 2.87984], [2.15842, -2.06850, 1.75888], [0.28579, 0.24991, 1.21196], [2.76859, -0.06200, -0.02114], [1.90044, -1.44856, -0.68603], [1.50362, 1.10261, -1.52684], [-0.75614, -0.65311, -1.22458], [-0.38386, 2.40848, -1.38368], [-2.05763, 1.72725, -1.47606], [-2.99068, 0.29524, 0.81163], [-3.09139, -0.16342, -0.05699], [-2.03699, 0.43957, 0.85961]],
  "nbo_charge": [-0.38, -0.20, -0.27, -0.62, -0.01, -0.50, 0.21, 0.18, 0.20, 0.22, 0.20, 0.37, 0.19, 0.19, 0.22, -0.93, 0.46, 0.47],
  "charge": 0,
  "homo_ev": -8.44,
  "orbital_gap_ev": 9.4292
}

# 3
{
  "formula": "C40H39GeN3O3PtS",
  "method": "wB97M-V/def2-TZVPD",
  "elements": ["Pt", "C", "C", "C", "C", "C", "C", "C", "C", "C", "C", "N", "C", "C", "C", "C", "C", "N", "H", "H", "H", "H", "H", "H", "H", "H", "H", "H", "H", "H", "H", "H", "H", "H", "H", "N", "C", "C", "C", "C", "C", "C", "S", "O", "O", "O", "H", "H", "H", "H", "H", "H", "C", "Ge", "C", "C", "C", "C", "C", "C", "C", "C", "C", "C", "C", "C", "C", "C", "C", "C", "C", "C", "H", "H", "H", "H", "H", "H", "H", "H", "H", "H", "H", "H", "H", "H", "H", "H"],
  "positions_angstrom": [[0.30747, -0.05558, -1.10259], [1.90639, -5.66310, 0.57507], [0.69200, -4.92128, 0.01429], [-0.04694, -4.07702, 1.03792], [-0.81894, -4.79855, 1.94550], [-1.68571, -4.17255, 2.82001], [-1.78750, -2.79538, 2.77255], [-1.03721, -2.02481, 1.89030], [-1.27892, -0.53693, 1.89735], [-0.62106, 0.17200, 3.07611], [-0.12065, -2.66663, 1.04071], [0.63329, -1.93016, 0.06797], [1.86921, -2.27941, -0.10131], [2.57242, -1.79272, -1.24672], [3.85403, -1.99694, -1.75526], [3.88845, -1.29583, -2.97340], [2.63892, -0.68821, -3.12372], [1.83547, -1.00512, -2.09358], [2.43867, -6.19997, -0.21365], [1.59855, -6.38890, 1.33032], [2.61239, -4.98475, 1.05684], [-0.02092, -5.66667, -0.35077], [0.98002, -4.33449, -0.85695], [-0.78728, -5.88265, 1.90432], [-2.32563, -4.75162, 3.47291], [-2.51331, -2.28496, 3.39655], [-2.36127, -0.37507, 1.89931], [-0.90076, -0.11148, 0.97068], [-0.96194, -0.22476, 4.03706], [-0.83139, 1.24272, 3.05173], [0.46480, 0.05232, 3.03213], [2.36750, -2.94927, 0.59552], [4.63475, -2.59417, -1.30790], [4.71589, -1.22386, -3.66314], [2.28485, -0.05756, -3.92469], [-2.37644, -1.67551, -1.69764], [-3.14489, -2.52373, -0.90488], [-4.30515, -2.07123, -0.27389], [-5.01401, -2.89760, 0.58678], [-4.58878, -4.19296, 0.84914], [-3.43318, -4.64343, 0.22276], [-2.72025, -3.82697, -0.63849], [-5.54416, -5.28730, 1.89285], [-6.25095, -4.39725, 2.80808], [-6.42726, -6.00758, 0.98170], [-4.54778, -6.14254, 2.53128], [-1.71387, -2.11658, -2.31294], [-2.84712, -0.89819, -2.12772], [-4.63296, -1.04971, -0.44098], [-5.90124, -2.53151, 1.08865], [-3.07944, -5.64348, 0.44259], [-1.80220, -4.18623, -1.09313], [-0.32009, 1.63587, -1.46425], [0.71309, 3.16833, -0.98363], [0.69500, 3.50314, 0.96078], [-0.41982, 4.09883, 1.55292], [-0.47062, 4.34260, 2.91857], [0.60338, 3.99443, 3.72768], [1.72051, 3.40240, 3.15771], [1.76215, 3.16178, 1.78894], [-0.02559, 4.88269, -1.65966], [-1.25764, 4.87808, -2.31357], [-1.86420, 6.05729, -2.73448], [-1.24246, 7.27628, -2.51124], [-0.01990, 7.30738, -1.85212], [0.57159, 6.12509, -1.42746], [2.60593, 3.04582, -1.51083], [3.34494, 1.90429, -1.18509], [4.68669, 1.79299, -1.52500], [5.32450, 2.82151, -2.20433], [4.60394, 3.95333, -2.55710], [3.26014, 4.05764, -2.21554], [-1.21527, 1.81414, -2.07287], [-1.27031, 4.37950, 0.93929], [-1.35445, 4.79650, 3.35217], [0.56473, 4.17746, 4.79505], [2.56351, 3.11817, 3.77724], [2.64323, 2.69221, 1.36514], [-1.75370, 3.93285, -2.50514], [-2.82408, 6.02097, -3.23675], [-1.71046, 8.19722, -2.83915], [0.46864, 8.25620, -1.66041], [1.50477, 6.18049, -0.87659], [2.85776, 1.07006, -0.69135], [5.21845, 0.88211, -1.27984], [6.37133, 2.73369, -2.47244], [5.08295, 4.75499, -3.10861], [2.71540, 4.93878, -2.53365]],
  "lowdin_charge": [0.91, -0.10, -0.22, -0.19, -0.07, -0.07, -0.03, -0.17, -0.23, -0.09, -0.16, -0.03, -0.12, -0.36, -0.08, -0.14, -0.20, -0.15, 0.07, 0.07, 0.06, 0.11, 0.10, 0.12, 0.10, 0.12, 0.11, 0.00, 0.07, 0.06, 0.07, 0.12, 0.08, 0.07, 0.10, 0.09, -0.33, -0.05, -0.07, -0.28, -0.08, -0.04, 0.39, -0.39, -0.38, -0.39, 0.07, 0.08, 0.10, 0.10, 0.11, 0.10, -0.56, 0.86, -0.26, -0.11, -0.11, -0.12, -0.11, -0.10, -0.27, -0.11, -0.11, -0.12, -0.11, -0.12, -0.26, -0.13, -0.09, -0.11, -0.11, -0.12, -0.10, 0.10, 0.09, 0.09, 0.09, 0.09, 0.08, 0.09, 0.09, 0.09, 0.10, 0.07, 0.10, 0.09, 0.09, 0.08],
  "charge": -2,
  "homo_ev": -1.93,
  "orbital_gap_ev": 5.8485
}

# 4
{
  "formula": "C34H29N3O2RuS",
  "method": "wB97M-V/def2-TZVPD",
  "elements": ["Ru", "C", "O", "C", "C", "C", "C", "C", "C", "N", "N", "C", "C", "O", "C", "C", "C", "C", "C", "C", "C", "C", "H", "H", "H", "H", "H", "H", "H", "H", "H", "H", "H", "H", "H", "C", "C", "C", "C", "C", "C", "C", "C", "S", "C", "N", "C", "C", "C", "C", "C", "C", "C", "C", "H", "H", "H", "H", "H", "H", "H", "H", "H", "H", "H", "H", "H", "H", "H", "H"],
  "positions_angstrom": [[1.34508, 1.15470, -0.40774], [-0.24934, 3.89106, -0.90123], [-0.03784, 2.51253, -1.25409], [-0.77736, 1.96975, -2.30730], [-1.69379, 2.70108, -3.03604], [-2.38881, 2.07035, -4.06104], [-2.16827, 0.73207, -4.34300], [-1.24446, 0.00613, -3.60755], [-0.53867, 0.62216, -2.58574], [0.42526, -0.03283, -1.76020], [0.65919, -1.26132, -2.05954], [1.47320, -2.02403, -1.33358], [2.25454, -1.59704, -0.20577], [2.36013, -0.38609, 0.22848], [3.02702, -2.56859, 0.50346], [3.04758, -3.86149, 0.11594], [2.31521, -4.33516, -1.02110], [2.37690, -5.68500, -1.40201], [1.67755, -6.12991, -2.49646], [0.90563, -5.22592, -3.23339], [0.83451, -3.89859, -2.87420], [1.53804, -3.42723, -1.75731], [-1.29812, 4.04658, -0.65433], [0.05691, 4.52990, -1.72808], [0.37540, 4.07906, -0.03536], [-1.87488, 3.74423, -2.82529], [-3.10527, 2.63792, -4.63844], [-2.71458, 0.24893, -5.14092], [-1.06276, -1.03819, -3.81224], [3.59033, -2.21247, 1.35450], [3.64130, -4.57755, 0.67217], [2.98432, -6.36779, -0.82102], [1.72633, -7.16914, -2.79113], [0.35977, -5.57177, -4.10128], [0.23855, -3.21134, -3.45517], [-3.26044, -2.14181, 3.29523], [-3.29999, -0.98488, 2.28676], [-3.07901, -1.55508, 0.88515], [-4.68024, -0.31446, 2.32846], [-2.23204, 0.04016, 2.65885], [-2.28087, 0.66815, 3.92186], [-1.35451, 1.60393, 4.32552], [-0.32790, 1.93276, 3.44302], [0.99151, 3.05629, 3.63235], [1.55153, 2.65168, 2.06521], [0.82227, 1.75050, 1.44536], [-0.26074, 1.31743, 2.19777], [-1.20777, 0.37716, 1.79572], [2.66871, 3.16309, 1.30215], [3.57715, 4.13444, 1.70670], [4.57975, 4.50947, 0.82832], [4.66940, 3.91398, -0.42564], [3.76630, 2.93217, -0.81919], [2.74324, 2.54436, 0.03584], [-4.01811, -2.88376, 3.03827], [-3.46068, -1.80096, 4.31128], [-2.28557, -2.63284, 3.28863], [-3.86318, -2.27947, 0.66318], [-2.12079, -2.07365, 0.80358], [-3.12259, -0.77779, 0.11846], [-5.45240, -1.03823, 2.06286], [-4.73337, 0.51548, 1.62127], [-4.91468, 0.07085, 3.32106], [-3.07635, 0.40844, 4.60735], [-1.42355, 2.06611, 5.30093], [-1.11869, -0.07098, 0.81535], [3.50979, 4.58989, 2.68761], [5.29954, 5.26185, 1.12013], [5.46285, 4.21171, -1.09900], [3.87280, 2.46904, -1.79440]],
  "nbo_charge": [1.02, -0.24, -0.50, 0.25, -0.27, -0.18, -0.20, -0.22, 0.13, -0.38, -0.13, 0.05, 0.41, -0.59, -0.28, -0.07, -0.14, -0.15, -0.21, -0.18, -0.21, 0.05, 0.20, 0.21, 0.22, 0.23, 0.23, 0.23, 0.24, 0.24, 0.23, 0.22, 0.23, 0.22, 0.22, -0.60, -0.11, -0.61, -0.60, 0.13, -0.23, -0.18, -0.25, 0.49, 0.09, -0.43, 0.19, -0.30, -0.09, -0.19, -0.20, -0.17, -0.23, -0.13, 0.22, 0.21, 0.21, 0.22, 0.21, 0.21, 0.22, 0.21, 0.21, 0.23, 0.23, 0.23, 0.22, 0.23, 0.23, 0.22],
  "charge": 1,
  "homo_ev": [-10.66, -10.66],
  "multiplicity": 2,
  "orbital_gap_ev": [6.7720, 6.3082],
  "s2": 0.761
}